{
  "formula": "C55H48CaN3O3STe",
  "method": "wB97M-V/def2-TZVPD",
  "symbols": ["Ca", "O", "S", "O", "N", "C", "C", "C", "C", "C", "C", "C", "C", "N", "C", "C", "C", "C", "C", "C", "C", "H", "H", "H", "H", "H", "H", "H", "H", "H", "H", "H", "C", "C", "C", "C", "C", "C", "C", "C", "C", "C", "C", "C", "C", "C", "C", "H", "H", "H", "H", "H", "H", "H", "H", "H", "H", "C", "C", "C", "C", "C", "C", "Te", "N", "C", "O", "C", "C", "C", "C", "C", "C", "C", "C", "C", "C", "C", "C", "C", "C", "C", "C", "C", "C", "H", "H", "H", "H", "H", "H", "H", "H", "H", "H", "H", "H", "H", "H", "H", "H", "H", "H", "H", "H", "H", "H", "H", "H", "H", "H", "H"],
  "positions_angstrom": [[0.1180, 0.9298, 1.2898], [2.2865, 0.1553, 5.2002], [0.9937, 0.6295, 4.7411], [0.1851, 1.2649, 5.7610], [1.1261, 1.4914, 3.4069], [1.5418, 2.8018, 3.5451], [2.0895, 3.3377, 4.7077], [2.4662, 4.6831, 4.8193], [2.3381, 5.5505, 3.7716], [1.8298, 5.0562, 2.5524], [1.6984, 5.8824, 1.4150], [1.2268, 5.3760, 0.2419], [0.8811, 4.0152, 0.1993], [0.9862, 3.2230, 1.2348], [1.4525, 3.6947, 2.4173], [0.0934, -0.8798, 4.3297], [0.2847, -1.8254, 5.3438], [-0.3805, -3.0346, 5.3381], [-1.2542, -3.3374, 4.3015], [-1.4406, -2.4155, 3.2916], [-0.7811, -1.1851, 3.2965], [2.2179, 2.6982, 5.5681], [2.8691, 5.0274, 5.7651], [2.6227, 6.5928, 3.8471], [1.9844, 6.9254, 1.4999], [1.1165, 5.9887, -0.6428], [0.5040, 3.5691, -0.7155], [0.9756, -1.5883, 6.1403], [-0.2097, -3.7404, 6.1420], [-1.7792, -4.2850, 4.2773], [-2.0958, -2.6354, 2.4597], [-1.0753, -0.5834, 2.4493], [2.2001, 0.0229, 0.0394], [3.4358, 0.1192, -0.0292], [4.8190, 0.2494, -0.0018], [5.6496, -0.6523, -0.7854], [7.0154, -0.8571, -0.5204], [7.7675, -1.7476, -1.2692], [7.1882, -2.4688, -2.3060], [5.8325, -2.2940, -2.5692], [5.0768, -1.4094, -1.8231], [5.3587, 1.3528, 0.8114], [6.5226, 2.0481, 0.4566], [6.9423, 3.1570, 1.1766], [6.2088, 3.6079, 2.2651], [5.0474, 2.9347, 2.6286], [4.6317, 1.8223, 1.9172], [7.4795, -0.3303, 0.3021], [8.8163, -1.8880, -1.0326], [7.7787, -3.1629, -2.8913], [5.3603, -2.8554, -3.3669], [4.0196, -1.2812, -2.0214], [7.0798, 1.7408, -0.4191], [7.8368, 3.6869, 0.8682], [6.5286, 4.4845, 2.8158], [4.4489, 3.2834, 3.4608], [3.7209, 1.3064, 2.1995], [-3.4604, -2.7753, -8.0119], [-3.2403, -2.1557, -6.6550], [-4.0928, -2.4188, -5.5924], [-3.8944, -1.8572, -4.3322], [-4.8979, -2.1976, -3.2608], [-2.7995, -1.0009, -4.0845], [-2.5168, 0.0786, -2.0867], [-1.9892, 0.7665, 0.1324], [-2.5102, 1.5054, 1.0558], [-1.8947, 1.8173, 2.1668], [-3.9261, 2.0457, 0.9695], [-4.4791, 2.4953, -0.2243], [-5.7908, 2.9511, -0.2730], [-6.5740, 2.9531, 0.8733], [-6.0264, 2.5150, 2.0745], [-4.7096, 2.0811, 2.1217], [-2.2812, -1.8204, -1.1541], [-3.2238, -2.2718, -0.2219], [-4.3903, -1.4461, 0.2480], [-3.0725, -3.5393, 0.3443], [-1.9879, -4.3496, 0.0563], [-1.8098, -5.6848, 0.7316], [-1.0368, -3.8667, -0.8314], [-1.1617, -2.6216, -1.4402], [-0.0565, -2.1659, -2.3544], [-1.9497, -0.7289, -5.1720], [-0.7496, 0.1879, -5.0608], [-2.1753, -1.3025, -6.4242], [-4.3883, -3.3489, -8.0331], [-2.6434, -3.4518, -8.2756], [-3.5170, -2.0133, -8.7930], [-4.9451, -3.0758, -5.7501], [-5.7867, -2.6609, -3.6954], [-5.1949, -1.3032, -2.7116], [-4.4736, -2.8889, -2.5320], [-3.8735, 2.4807, -1.1201], [-6.2039, 3.3013, -1.2123], [-7.6007, 3.2992, 0.8342], [-6.6268, 2.5204, 2.9775], [-4.2545, 1.7704, 3.0540], [-4.6497, -0.6630, -0.4622], [-4.1328, -0.9425, 1.1830], [-5.2624, -2.0793, 0.4283], [-3.8231, -3.8869, 1.0503], [-2.7212, -5.9847, 1.2514], [-1.0025, -5.6423, 1.4677], [-1.5556, -6.4654, 0.0116], [-0.1586, -4.4679, -1.0478], [0.7678, -2.8803, -2.3396], [0.3265, -1.1962, -2.0306], [-0.4130, -2.0637, -3.3798], [-0.5533, 0.4723, -4.0303], [-0.9062, 1.1005, -5.6428], [0.1432, -0.3022, -5.4579], [-1.4907, -1.0739, -7.2392]],
  "multiplicity": 2,
  "homo_ev": [-1.908, -1.908],
  "total_energy_ha": -3858.527854,
  "total_charge": -2,
  "relative_energy_kcal_mol": 5.6,
  "s2": 0.783
}

***

{
  "formula": "C36H53AsCsF6N3O12S3",
  "method": "wB97M-V/def2-TZVPD",
  "symbols": ["Cs", "As", "F", "F", "F", "F", "F", "F", "C", "C", "C", "C", "C", "C", "N", "O", "O", "H", "H", "H", "H", "H", "C", "C", "C", "C", "C", "C", "N", "O", "O", "H", "H", "H", "H", "H", "C", "C", "C", "C", "C", "C", "N", "O", "O", "H", "H", "H", "H", "H", "C", "C", "C", "C", "C", "C", "H", "H", "H", "H", "H", "H", "H", "H", "H", "H", "H", "H", "H", "H", "C", "C", "C", "S", "O", "O", "C", "H", "H", "H", "H", "H", "H", "H", "H", "C", "C", "C", "S", "O", "O", "C", "H", "H", "H", "H", "H", "H", "H", "H", "C", "C", "C", "S", "O", "O", "C", "H", "H", "H", "H", "H", "H", "H", "H"],
  "positions_angstrom": [[1.1921, 12.1895, -0.0122], [1.0017, 7.8825, -1.3568], [-0.5539, 7.5112, -0.7278], [0.9008, 6.4783, -2.3638], [2.5788, 8.2290, -2.0045], [1.1239, 9.3291, -0.3741], [1.7609, 6.9680, -0.1021], [0.2471, 8.8832, -2.5564], [5.6042, 11.2745, -1.7396], [4.2926, 11.0684, -2.1649], [3.8512, 11.7538, -3.2919], [4.7405, 12.5403, -4.0044], [6.0689, 12.6317, -3.6444], [6.4889, 12.0614, -2.4497], [4.2969, 13.1727, -5.2519], [3.1133, 13.0719, -5.5246], [5.1107, 13.7726, -5.9145], [5.9434, 10.6984, -0.8864], [3.5751, 10.4019, -1.7085], [2.8456, 11.6090, -3.6694], [6.7154, 13.2297, -4.2731], [7.5057, 12.2406, -2.1330], [-1.7763, 3.9743, -3.2416], [-1.9870, 4.7333, -2.0859], [-2.6646, 4.1720, -1.0212], [-3.2318, 2.9122, -1.1550], [-3.0541, 2.1591, -2.2966], [-2.3575, 2.7242, -3.3632], [-3.9833, 2.3446, -0.0249], [-4.1694, 3.0585, 0.9431], [-4.4144, 1.2170, -0.1360], [-1.2925, 4.4268, -4.0988], [-1.4801, 5.6790, -1.9705], [-2.7575, 4.7479, -0.1085], [-3.4739, 1.1666, -2.3759], [-2.3392, 2.1679, -4.2916], [1.9035, 7.2465, -6.5038], [2.5263, 7.2246, -7.7445], [3.5878, 8.0616, -8.0416], [3.9804, 8.9678, -7.0711], [3.3143, 9.0600, -5.8637], [2.2867, 8.1916, -5.5581], [5.1593, 9.8036, -7.2932], [5.8216, 9.6079, -8.2857], [5.4556, 10.6019, -6.4155], [1.1422, 6.4989, -6.3278], [2.2479, 6.4502, -8.4491], [4.1499, 8.0124, -8.9630], [3.6376, 9.8138, -5.1590], [1.8258, 8.1815, -4.5802], [-0.5157, 14.9595, -8.9218], [-0.9718, 14.6863, -7.4972], [-0.1527, 13.6522, -6.7288], [-0.3193, 12.2463, -7.2828], [0.5105, 11.1766, -6.5870], [0.0765, 10.9417, -5.1380], [0.5673, 15.1020, -8.9195], [-1.0049, 15.8449, -9.3253], [-0.7308, 14.1252, -9.5893], [-1.1079, 15.6053, -6.9155], [-2.0148, 14.3313, -7.4608], [-0.4915, 13.6932, -5.6868], [0.9076, 13.9193, -6.6699], [-1.3835, 11.9792, -7.2698], [-0.0583, 12.2437, -8.3468], [0.4723, 10.2289, -7.1290], [1.5653, 11.4657, -6.6083], [0.7398, 10.2405, -4.6342], [0.0466, 11.8550, -4.5417], [-0.9310, 10.5193, -5.1614], [-0.8395, 3.4408, 2.7784], [-1.6531, 3.6310, 4.0768], [-2.5531, 4.8183, 3.7891], [-1.4388, 6.0285, 3.0477], [-0.8386, 6.8550, 4.0666], [-2.0664, 6.5975, 1.8838], [-0.1879, 4.8102, 2.5548], [-1.4121, 3.1109, 1.9109], [-0.0600, 2.6884, 2.9126], [-0.9192, 3.7541, 4.8745], [-2.2279, 2.7242, 4.2681], [-3.1276, 5.2624, 4.5951], [-3.1972, 4.4584, 2.9862], [0.6674, 4.8780, 3.2268], [0.1780, 5.0577, 1.5580], [2.8066, 3.6894, -0.8794], [1.3648, 3.2772, -1.1815], [1.3344, 2.5120, -2.5061], [2.7295, 3.1655, -3.4895], [2.3400, 3.9857, -4.6111], [3.6256, 2.0591, -3.7311], [3.4040, 4.1820, -2.1790], [3.3791, 2.8561, -0.4617], [2.8062, 4.4680, -0.1161], [0.7319, 4.1585, -1.3173], [0.9132, 2.7022, -0.3734], [0.3993, 2.5610, -3.0509], [1.6265, 1.4719, -2.3596], [2.9798, 5.1787, -2.3466], [4.4779, 4.2546, -2.3230], [5.7809, 7.2140, -2.2692], [5.8408, 7.8286, -3.6607], [7.2835, 7.6935, -4.1399], [8.2783, 7.9557, -2.6340], [8.7810, 9.3086, -2.5755], [9.1760, 6.8297, -2.5384], [6.9183, 7.7915, -1.4279], [5.9221, 6.1307, -2.2846], [4.8396, 7.3972, -1.7500], [5.5142, 8.8715, -3.6472], [5.1430, 7.3066, -4.3186], [7.5324, 8.4217, -4.9049], [7.4895, 6.6575, -4.3965], [6.7097, 8.8006, -1.0893], [7.3160, 7.1657, -0.6345]],
  "multiplicity": 1,
  "homo_ev": -9.885,
  "total_energy_ha": -6520.257399
}

***

{
  "formula": "C17H26N2O3",
  "method": "wB97M-V/def2-TZVPD",
  "symbols": ["C", "O", "C", "O", "C", "C", "C", "C", "C", "N", "C", "O", "N", "C", "C", "C", "C", "C", "C", "C", "C", "C", "H", "H", "H", "H", "H", "H", "H", "H", "H", "H", "H", "H", "H", "H", "H", "H", "H", "H", "H", "H", "H", "H", "H", "H", "H", "H"],
  "positions_angstrom": [[4.9894, -1.1746, 3.2903], [3.6626, -1.3906, 2.8247], [3.4203, -1.0731, 1.5561], [4.2446, -0.6184, 0.8032], [1.9787, -1.3542, 1.1535], [1.8451, -2.7860, 0.6090], [2.1831, -3.8954, 1.6098], [2.0561, -5.2505, 0.9141], [1.2755, -3.8462, 2.8361], [1.5872, -0.4073, 0.1305], [0.7981, 0.6682, 0.4777], [0.1654, 0.7126, 1.5120], [0.7832, 1.6642, -0.4563], [-0.1931, 2.7270, -0.3913], [-1.4041, 2.4649, -1.2887], [-2.4415, 3.5860, -1.1700], [-3.6182, 3.3072, -2.0608], [-4.6672, 2.5137, -1.6139], [-5.7350, 2.2223, -2.4435], [-5.7669, 2.7198, -3.7352], [-4.7255, 3.5093, -4.1912], [-3.6586, 3.7988, -3.3590], [5.2289, -0.1099, 3.2640], [5.7035, -1.7115, 2.6628], [5.0177, -1.5472, 4.3107], [1.3170, -1.1967, 2.0089], [2.4989, -2.8767, -0.2626], [0.8148, -2.9087, 0.2692], [3.2202, -3.7742, 1.9391], [2.7077, -5.3023, 0.0446], [2.3289, -6.0542, 1.5937], [1.0317, -5.4123, 0.5860], [1.4553, -4.7124, 3.4689], [0.2304, -3.8518, 2.5353], [1.4656, -2.9533, 3.4242], [2.2954, -0.2599, -0.5760], [1.1971, 1.4832, -1.3572], [-0.5094, 2.7885, 0.6522], [0.2908, 3.6674, -0.6741], [-1.0802, 2.3802, -2.3298], [-1.8598, 1.5157, -1.0002], [-2.7683, 3.6569, -0.1310], [-1.9781, 4.5349, -1.4489], [-4.6462, 2.1248, -0.6058], [-6.5456, 1.6067, -2.0813], [-6.6013, 2.4949, -4.3831], [-4.7451, 3.9023, -5.1975], [-2.8490, 4.4181, -3.7193]],
  "multiplicity": 1,
  "homo_ev": -8.955,
  "total_energy_ha": -998.672613,
  "smiles": "COC(=O)[C@H](CC(C)C)NC(=O)NCCCc1ccccc1",
  "relative_energy_kcal_mol": 12.4
}

***

Copy entry 3 word for word.
{
  "formula": "C17H26N2O3",
  "method": "wB97M-V/def2-TZVPD",
  "symbols": ["C", "O", "C", "O", "C", "C", "C", "C", "C", "N", "C", "O", "N", "C", "C", "C", "C", "C", "C", "C", "C", "C", "H", "H", "H", "H", "H", "H", "H", "H", "H", "H", "H", "H", "H", "H", "H", "H", "H", "H", "H", "H", "H", "H", "H", "H", "H", "H"],
  "positions_angstrom": [[4.9894, -1.1746, 3.2903], [3.6626, -1.3906, 2.8247], [3.4203, -1.0731, 1.5561], [4.2446, -0.6184, 0.8032], [1.9787, -1.3542, 1.1535], [1.8451, -2.7860, 0.6090], [2.1831, -3.8954, 1.6098], [2.0561, -5.2505, 0.9141], [1.2755, -3.8462, 2.8361], [1.5872, -0.4073, 0.1305], [0.7981, 0.6682, 0.4777], [0.1654, 0.7126, 1.5120], [0.7832, 1.6642, -0.4563], [-0.1931, 2.7270, -0.3913], [-1.4041, 2.4649, -1.2887], [-2.4415, 3.5860, -1.1700], [-3.6182, 3.3072, -2.0608], [-4.6672, 2.5137, -1.6139], [-5.7350, 2.2223, -2.4435], [-5.7669, 2.7198, -3.7352], [-4.7255, 3.5093, -4.1912], [-3.6586, 3.7988, -3.3590], [5.2289, -0.1099, 3.2640], [5.7035, -1.7115, 2.6628], [5.0177, -1.5472, 4.3107], [1.3170, -1.1967, 2.0089], [2.4989, -2.8767, -0.2626], [0.8148, -2.9087, 0.2692], [3.2202, -3.7742, 1.9391], [2.7077, -5.3023, 0.0446], [2.3289, -6.0542, 1.5937], [1.0317, -5.4123, 0.5860], [1.4553, -4.7124, 3.4689], [0.2304, -3.8518, 2.5353], [1.4656, -2.9533, 3.4242], [2.2954, -0.2599, -0.5760], [1.1971, 1.4832, -1.3572], [-0.5094, 2.7885, 0.6522], [0.2908, 3.6674, -0.6741], [-1.0802, 2.3802, -2.3298], [-1.8598, 1.5157, -1.0002], [-2.7683, 3.6569, -0.1310], [-1.9781, 4.5349, -1.4489], [-4.6462, 2.1248, -0.6058], [-6.5456, 1.6067, -2.0813], [-6.6013, 2.4949, -4.3831], [-4.7451, 3.9023, -5.1975], [-2.8490, 4.4181, -3.7193]],
  "multiplicity": 1,
  "homo_ev": -8.955,
  "total_energy_ha": -998.672613,
  "smiles": "COC(=O)[C@H](CC(C)C)NC(=O)NCCCc1ccccc1",
  "relative_energy_kcal_mol": 12.4
}